134
Properties=species:S:1:pos:R:3 method="wB97M-V/def2-TZVPD" smiles=COC[C@H](C)N.COC[C@H](C)N.COC[C@H](C)N.COC[C@H](C)N.COC[C@H](C)N.COC[C@H](C)N.COC[C@H](C)N.CCO.O.O e_above_lowest_kj_mol=8.71 e_lumo_ev=0.5 homo_ev=-8.54 homo_lumo_gap_ev=9.1
C 3.1209 -2.9627 -2.2946
H -0.6409 0.9923 1.1123
C -4.7235 -0.1401 3.9237
H -3.7621 1.7137 3.3974
N -2.1401 8.1587 -1.2631
H -2.5439 -1.8695 1.1988
O -0.8036 2.0512 3.4898
H -0.2531 3.3089 -4.4749
H -4.3352 9.2182 -0.1418
N 2.4532 -6.0686 5.3675
H -1.4539 3.8080 -2.2972
H 0.2561 2.1898 -5.7159
H -4.6766 -1.7781 2.6772
H 5.1920 -2.4135 1.3288
H -0.7153 4.9588 1.1563
H 1.2159 -1.2861 -1.7241
C -4.4913 8.2052 -0.4960
C 5.6415 -1.4816 0.9985
H 2.4476 1.1185 -5.5660
H -5.1769 7.6449 0.1386
O -0.0790 1.9641 -1.0453
H 6.3408 -1.1273 1.7680
H -2.3780 -3.1570 2.1139
H 5.5327 -4.9554 -3.4782
N -3.0818 -2.6642 1.5606
C -3.7241 -0.5560 4.9928
C -0.8541 0.7089 -0.9038
H 4.1412 2.2904 -0.7774
C 1.5116 -5.1255 4.7565
C 0.6229 2.9455 -5.0226
H 0.5776 -5.6160 4.4847
C -4.3937 -4.6196 0.8107
H -4.2800 -0.9220 5.8451
H 0.8087 1.5536 -1.2396
H 0.5898 -2.4264 -2.8582
H -2.5165 -4.0043 -0.0176
C -3.2097 7.3880 -0.5959
H 3.0703 -3.9856 3.7335
C -4.4593 1.7401 0.8102
H 4.6086 -3.9658 -4.3085
H 0.9041 -3.0336 5.2775
H 2.3811 -5.3925 2.8755
H 3.3356 2.4894 -5.1210
H -4.8889 8.2910 -1.5131
C -2.4062 4.3319 -2.3389
H 3.1592 1.4066 2.0179
H -0.5192 0.0667 -1.7213
N 2.7463 0.7602 -0.8016
O -2.7806 -2.1783 -1.5022
H 2.2992 2.5472 0.9708
C 4.9768 0.5438 0.1107
O 4.5846 -0.5183 0.9326
H -4.0366 -5.1670 1.6792
H 3.6512 -2.1918 -1.7139
H 3.0334 0.5239 -1.7465
C 1.5440 2.2829 -4.0252
H 6.1531 -1.5811 0.0402
H -3.7189 -0.4568 -1.9057
H 2.5021 -0.0321 -0.2247
H 1.8295 -3.7605 6.5129
H -4.2326 5.5066 -0.7266
C 1.5546 -3.3566 1.5527
H 5.3292 -3.6454 -0.7934
H 2.5031 -2.8157 1.4003
O -1.1248 4.1553 1.5051
C 3.8250 1.4959 -0.0989
H 3.4264 -5.1185 -2.7092
H 0.4839 -0.2445 0.4795
H 5.2049 -5.3569 -0.9663
H -1.8890 1.0505 -0.9354
H -6.0809 -1.0227 2.6529
H 0.8011 -2.6186 1.2721
H 1.5022 -4.2123 0.8721
H -3.0614 -1.3204 4.5814
C -3.9344 -2.6120 -0.7359
H 5.2424 -0.0979 -3.4653
H -5.4101 -4.2407 0.9177
C 2.1379 -4.5289 3.5221
H 2.9877 -2.5583 -3.3160
H -4.5603 -1.8053 -0.3407
H -4.4169 -5.3950 0.0243
H -5.0859 2.5299 0.3835
H -2.7794 7.1465 0.3815
C -4.1614 0.8162 2.8903
H 5.2271 0.9690 -4.8834
C -3.5138 6.0984 -1.3125
H -3.9512 6.2784 -2.3007
O -5.0837 1.2446 1.9350
H -5.5833 0.3699 4.3944
H -3.0864 0.3021 5.2255
O -2.3487 5.3545 -1.3412
H 1.0142 3.1965 -2.3372
C -3.4274 -3.5146 0.3665
C 4.6168 0.2986 -4.2614
H -1.3397 3.6359 0.7131
H -1.4518 7.5082 -1.6526
N 1.8862 3.1778 -2.8705
H 3.9773 -4.4761 -0.1298
H 0.1480 -4.2745 6.2455
H 4.2881 -0.5214 -4.9117
H -1.2465 -0.6076 0.8167
H -3.5157 2.2655 1.0276
H 0.1170 2.0811 3.7766
H -4.2876 0.9583 0.0630
C 3.2675 2.0945 1.1789
C 2.7587 1.6572 -4.6526
N 5.0553 -4.0587 -3.3880
O 1.1934 -3.7037 2.8680
H -3.1607 3.5964 -2.0135
C -0.5295 0.1203 0.4629
H 0.0729 -2.4736 -1.1153
H -2.2930 -0.7844 -2.8944
H 1.9444 -6.7189 5.9528
H 5.4474 0.1699 -0.8035
H 3.1046 -5.5648 5.9527
H 2.4900 2.5873 -2.2933
H 3.9564 2.8772 1.5204
C -3.1635 -1.2401 -2.4196
H -3.7222 -1.6135 -3.2871
H -2.4496 8.6996 -2.0694
H -3.2581 0.3401 2.4605
H 5.7687 1.0961 0.6578
C 0.9013 -2.3437 -1.8014
H 1.0698 3.8454 -5.4426
H -2.6476 4.7918 -3.2970
C 3.9504 -4.2212 -2.3645
O 1.9233 -3.2886 -1.6509
H 0.9745 1.4468 -3.5598
H -4.4891 -3.2520 -1.4467
C 1.0861 -4.0092 5.7499
N -5.3643 -1.3286 3.3150
O 3.5332 0.9951 -3.6903
C 4.6090 -4.4358 -1.0237
H -0.9181 2.8581 2.9366